A 2-piece molecular cluster, C9H13IN5 overall. Source: the OMol25 dataset; level of theory: ωB97M-V/def2-TZVPD.

Summary:
Total charge = +1
Frontier orbital gap = 7.67 eV
Molecular weight = 318.1 Da
DFT total energy = -25084.5769 eV

Last column: Löwdin charge in e.
Atoms and positions in Å:
C1 -1.56575 0.28649 -2.36001  0.0118
C2 -1.51785 -1.36952 -0.55342  -0.0349
C3 -2.66557 -0.32838 -2.90363  -0.1062
C4 -2.59391 -1.97880 -1.09464  -0.1598
C5 -1.07836 -0.13130 -1.11112  -0.2020
C6 -3.18702 -1.45173 -2.25361  -0.6771
C7 1.52505 2.46356 0.27480  -0.4581
C8 -0.13625 0.64598 -0.49726  0.0978
C9 1.68850 0.66568 3.23044  -0.0630
N1 0.36883 1.57377 0.01608  0.2755
N2 1.71545 2.39836 1.59125  0.0372
N3 2.04614 2.98447 -0.74560  0.1670
N4 1.41363 -2.61326 -0.18273  0.0474
N5 0.88954 1.40606 2.25970  -0.0892
I1 -5.00812 -2.30159 -2.86486  0.9485
H1 -1.29743 1.22221 -2.68959  0.1093
H2 -0.94186 -1.69479 0.46388  0.1654
H3 -2.91336 0.07217 -3.86688  0.1160
H4 -2.92290 -2.99241 -0.63360  0.1448
H5 1.87450 -0.28540 2.76197  0.0692
H6 2.60674 1.27889 3.54122  0.1139
H7 1.05980 0.50852 4.05108  0.0632
H8 2.26254 3.14091 2.13547  0.2008
H9 1.90460 -2.88714 0.64372  0.0181
H10 2.97514 3.34359 -0.40955  0.0987
H11 1.32397 -3.47271 -0.66947  0.0169
H12 2.10274 -2.21653 -0.75932  0.0035
H13 0.07120 1.73290 2.62568  0.0852


An isolated ion of composition C9H13INS and charge +1. Source: the OMol25 dataset; level of theory: ωB97M-V/def2-TZVPD.

Summary:
Total charge = +1
ΔE to the lowest compared entry with this formula, charge and spin = 0.000 eV
Frontier orbital gap (spin up / spin down) = 5.88 / 5.88 eV
Molecular weight = 294.2 Da
DFT total energy = -29958.4383 eV

Last column: Löwdin charge in e.
Atoms and positions in Å:
C1 1.03753 -1.47686 -0.04385  0.0302
C2 0.96016 -0.14178 0.40889  0.0589
C3 -0.07033 -2.29507 0.17850  0.0305
C4 -0.30928 0.43992 0.64935  -0.1829
C5 -1.34288 -0.44689 0.59430  -0.2408
C6 0.47416 2.93331 0.46785  -0.0424
C7 0.30407 1.66837 2.60492  -0.0433
C8 -2.31136 -2.54354 1.08688  -0.0112
C9 -0.36455 1.80477 1.21721  -0.3252
N1 -1.27289 -1.68424 0.51623  -0.1762
S1 -5.33023 1.08683 0.42543  -0.2081
I1 -3.61308 -0.04949 -0.65277  0.8454
H1 2.00574 -1.81129 -0.35900  0.1229
H2 1.80819 0.43169 0.59537  0.1073
H3 0.04898 -3.33795 0.00590  0.1387
H4 0.25018 3.14140 -0.62097  0.1003
H5 1.58706 2.74761 0.72847  0.1026
H6 0.41209 3.88607 0.98271  0.0699
H7 -0.27022 1.11094 3.33239  0.0897
H8 0.44223 2.60835 3.08473  0.0809
H9 1.27553 1.23851 2.59893  0.0730
H10 -1.73144 -3.36109 1.49616  0.1086
H11 -2.96810 -2.00898 1.64775  0.0577
H12 -2.75644 -3.05522 0.20250  0.1132
H13 -1.32684 2.14319 1.16778  0.1002


A 2-piece molecular cluster, C9H13N2 overall. Source: the OMol25 dataset; level of theory: ωB97M-V/def2-TZVPD.

Summary:
Total charge = +1
ΔE to the lowest compared entry with this formula, charge and spin = 1.465 eV
Frontier orbital gap = 7.38 eV
Molecular weight = 149.2 Da
DFT total energy = -12516.1547 eV

Last column: Löwdin charge in e.
Atoms and positions in Å:
C1 -3.98569 0.01102 -0.14817  -0.0780
C2 -3.17188 1.14868 0.00180  -0.0450
C3 -3.49322 -1.22122 -0.40464  -0.0545
C4 -1.74596 1.10819 0.03880  -0.0309
C5 -2.10296 -1.25533 -0.39700  -0.0135
C6 -1.21905 -0.18653 -0.08185  -0.2155
C7 0.98004 -1.10139 -0.76388  0.1704
C8 0.88673 0.58628 0.93761  -0.0295
C9 0.22173 -0.25856 -0.03983  -0.2400
N1 4.37896 -0.03204 -0.29918  0.0250
N2 2.14246 0.68523 1.14346  0.1921
H1 -4.96822 0.17528 0.14226  0.0927
H2 -3.53725 2.15181 0.27041  0.1128
H3 -4.08070 -2.04574 -0.70213  0.1096
H4 -1.19651 2.08645 0.19839  0.1348
H5 -1.74175 -2.24457 -0.69524  0.1173
H6 2.08707 -1.05510 -0.59919  0.0707
H7 0.59122 -1.77505 -1.53745  0.1028
H8 0.32032 1.20741 1.68906  0.1708
H9 4.47403 0.70761 -0.99508  0.0700
H10 4.90608 -0.78691 -0.61968  0.0296
H11 2.28806 1.49074 1.72709  0.1345
H12 4.96296 0.26367 0.55002  0.1042
H13 3.00354 0.34008 0.58443  0.0697


C9H13N2 as an isolated structure. Source: the OMol25 dataset; level of theory: ωB97M-V/def2-TZVPD.

Summary:
Total charge = +1
ΔE to the lowest compared entry with this formula, charge and spin = 3.026 eV
Frontier orbital gap = 8.28 eV
Molecular weight = 149.2 Da
DFT total energy = -12514.5939 eV

Last column: Löwdin charge in e.
Atoms and positions in Å:
C1 1.67369 -1.80108 1.98788  -0.0521
C2 2.23274 -0.73955 1.20555  -0.0345
C3 0.32746 -1.82944 2.11939  -0.0656
C4 1.40964 0.22727 0.80532  -0.0527
C5 -0.70393 -0.84468 1.70352  -0.0938
C6 -0.04028 0.26972 0.86311  -0.1591
C7 -0.62210 0.85059 -2.61405  -0.1442
C8 0.60970 0.48108 -3.25665  -0.0041
C9 -0.77810 1.13239 0.16074  -0.1461
N1 -1.73112 0.99185 -2.34724  0.1934
N2 -2.18682 1.07143 -0.01265  0.1330
H1 2.29133 -2.39917 2.59558  0.1024
H2 3.19492 -0.51206 0.98687  0.0868
H3 -0.00409 -2.72928 2.57441  0.1013
H4 1.77401 1.03298 0.29900  0.0836
H5 -1.08923 -0.31932 2.52883  0.1227
H6 0.43950 -0.01022 -4.18302  0.0950
H7 1.23103 1.35622 -3.47572  0.1084
H8 1.18646 -0.08625 -2.49694  0.1085
H9 -0.34368 1.94980 -0.26320  0.0991
H10 -1.43451 -1.41971 1.11806  0.1318
H11 -2.39736 1.07046 -1.17178  0.0767
H12 -2.50314 1.97737 0.39209  0.1841
H13 -2.53610 0.27959 0.48091  0.1253